# 1
ORCA calculation (wB97M-V/def2-TZVPD) on the ion C6H11N2 with charge +1.

Geometry as XYZ:
```
19
Properties=species:S:1:pos:R:3:forces:R:3:nbo_charge:R:1
C -0.477 -1.281 -0.906 0.28 0.53 0.93 0.125
C -1.247 -2.324 -1.068 2.39 0.60 0.69 -0.283
C 0.346 -0.243 1.283 -1.10 1.55 0.36 0.014
C 0.418 -0.431 -0.135 3.38 -1.64 -4.10 -0.084
C 0.878 1.055 3.151 0.56 -0.24 2.59 -0.481
C 0.112 0.753 -2.387 -2.43 -4.52 -2.33 -0.392
N 0.946 0.740 1.773 0.88 0.24 0.00 -0.286
N -0.568 0.124 -1.254 -0.56 2.67 4.16 -0.387
H -2.091 -2.207 -1.609 -2.62 0.02 -1.88 0.228
H -0.924 -3.274 -0.745 0.04 -0.86 0.67 0.251
H -0.394 -0.833 1.738 -0.80 -1.01 1.40 0.178
H 1.513 -0.327 -0.534 -2.16 -0.06 0.61 0.265
H 0.837 2.123 3.322 -0.64 0.47 -0.51 0.242
H 1.914 0.952 3.648 -1.43 -0.71 -0.85 0.256
H 0.048 0.561 3.774 1.30 0.41 -0.97 0.198
H 0.917 0.073 -2.726 -0.60 0.23 0.02 0.233
H -0.744 0.749 -3.112 1.40 0.69 -0.07 0.239
H 0.531 1.628 -2.145 1.08 3.51 0.95 0.230
H -1.235 0.803 -0.705 1.01 -1.88 -1.68 0.454
```
Positions in Å, forces in eV/Å.

The SMILES is C=C1[C@H](/C=N/C)[N@H+]1C. The charge is +1. For the gap between HOMO and LUMO, the calculation gives 0.3808 Ha. The highest occupied orbital energy is -14.020 eV.

=====

# 2
ORCA calculation (wB97M-V/def2-TZVPD) on a structure of composition C2H3FHgO.

Geometry as XYZ:
```
8
Properties=species:S:1:pos:R:3:forces:R:3:nbo_charge:R:1
H 0.621 -1.364 -0.594 1.11 1.04 3.44 0.560
C -0.642 0.594 -0.439 -1.62 1.63 3.73 0.198
C -0.510 -0.365 0.514 -2.71 0.44 -3.87 0.027
O 0.731 -0.904 0.372 0.43 -4.92 -2.28 -0.790
H -1.568 1.104 -0.686 0.30 0.08 -0.31 0.228
F 0.465 1.426 -0.472 -1.49 0.47 -2.34 -0.374
H -1.332 -1.038 0.757 0.25 0.16 0.43 0.236
Hg 2.235 0.547 0.548 3.74 1.10 1.20 0.916
```
Positions in Å, forces in eV/Å.

The charge is +1. Its expectation value of S² is 0.752. For the gap between HOMO and LUMO (spin up / spin down), the calculation gives 0.3275 / 0.2983 Ha. The highest occupied orbital energy (spin up / spin down) is -14.116 / -15.346 eV. As for the spin multiplicity: 2.

=====

Total energy: -9369.818 -11050.412 (eV)
Strongest force on any atom: 5.6 5.4 (eV Å⁻¹)